(1)
The following is a DFT calculation (ωB97M-V/def2-TZVPD) of a 2-piece molecular cluster, C35H34F5N4O3 overall at a distorted geometry.

XYZ file:
```
81
Properties=species:S:1:pos:R:3:forces:R:3:mulliken_charge:R:1
C 1.327 4.385 5.075 0.2 0.1 -0.4 -1.04
N 1.279 3.040 4.531 -0.4 -1.5 -0.1 0.27
C 0.935 1.993 5.353 0.6 0.9 -0.5 0.26
O 0.714 2.064 6.542 -0.1 -0.3 -0.6 -0.66
C 0.893 0.748 4.486 0.4 -1.1 -0.2 0.06
C -0.532 0.213 4.370 -0.4 0.1 -0.8 -1.08
C -1.117 -0.172 5.679 0.0 0.0 0.0 0.13
C -1.945 0.705 6.371 -0.3 -0.5 0.1 0.14
F -2.337 1.859 5.796 0.4 -0.4 0.4 -0.36
C -2.455 0.346 7.612 -0.4 0.7 0.1 0.46
F -3.261 1.192 8.275 0.4 -0.5 -0.3 -0.28
C -2.164 -0.900 8.147 -0.3 -0.2 0.5 0.44
F -2.708 -1.270 9.317 0.4 0.3 -0.7 -0.27
C -1.367 -1.788 7.442 0.2 -0.8 0.0 0.35
F -1.157 -3.027 7.917 0.0 0.6 -0.1 -0.28
C -0.834 -1.419 6.216 -0.4 0.2 0.4 -0.05
F -0.082 -2.290 5.517 -0.1 0.3 0.2 -0.33
N 1.447 1.144 3.155 0.2 -0.9 -0.5 0.48
C 1.726 0.278 2.140 -0.8 1.9 2.7 0.13
C 2.241 0.667 0.924 0.6 0.1 -1.5 0.60
C 2.533 -0.180 -0.122 -0.3 0.6 1.1 -0.85
C 3.072 0.269 -1.359 0.4 0.3 -0.9 0.73
C 3.318 -0.645 -2.400 -0.2 0.1 0.5 -0.26
C 3.836 -0.226 -3.603 0.1 -0.1 -0.3 -0.72
C 4.128 1.112 -3.811 0.0 -0.2 -0.1 -0.40
C 3.898 2.032 -2.805 0.0 0.3 0.1 -0.81
C 3.379 1.625 -1.600 -0.1 -0.3 0.1 -0.29
C 1.692 2.628 3.154 0.0 0.8 0.4 0.12
C 0.818 3.334 2.121 -0.2 -0.1 0.0 -1.55
C 3.178 2.930 3.000 0.2 -0.2 0.0 -1.57
H 0.906 4.365 6.081 0.1 -0.2 -0.2 0.38
H 2.356 4.734 5.127 0.1 0.1 0.1 0.35
H 0.742 5.068 4.462 0.0 0.0 0.0 0.34
H 1.546 -0.016 4.928 -0.1 0.1 -0.1 0.44
H -1.156 0.995 3.928 0.1 0.0 -0.1 0.48
H -0.570 -0.648 3.692 0.2 0.2 0.1 0.60
H 1.530 -0.765 2.311 -0.2 -0.3 0.4 0.56
H 2.432 1.709 0.772 0.0 0.1 0.0 -0.57
H 2.345 -1.230 0.006 -0.1 -0.4 -0.1 0.43
H 3.100 -1.688 -2.244 -0.1 -0.3 0.0 0.43
H 4.023 -0.942 -4.389 0.0 -0.1 -0.1 0.44
H 4.542 1.437 -4.754 0.0 0.0 -0.1 0.42
H 4.133 3.073 -2.965 0.0 0.1 0.0 0.43
H 3.220 2.364 -0.837 0.0 0.2 0.1 0.39
H -0.234 3.164 2.336 -0.1 -0.1 0.1 0.36
H 0.992 4.408 2.149 0.1 0.0 0.0 0.49
H 1.005 2.987 1.108 0.0 0.1 0.0 0.36
H 3.728 2.476 3.821 0.0 0.0 0.1 0.40
H 3.594 2.539 2.075 0.0 0.1 0.0 0.38
H 3.352 4.003 3.033 -0.1 0.0 0.0 0.45
O -2.612 -3.475 -2.809 0.6 0.1 -0.7 -0.64
C -2.283 -3.418 -3.975 -0.4 -0.1 1.0 0.44
C -2.884 -4.141 -5.105 -0.1 -0.3 -1.0 0.12
C -2.216 -3.776 -6.270 -0.8 -0.7 0.1 0.19
C -2.579 -4.325 -7.487 0.5 0.4 0.0 -0.46
C -3.621 -5.232 -7.523 -0.1 -0.1 0.0 -0.47
C -4.294 -5.585 -6.361 -0.1 -0.1 -0.2 -0.48
C -3.928 -5.046 -5.144 0.2 0.3 0.5 -0.44
C -1.179 -2.792 -5.920 0.5 0.4 -0.4 0.27
O -0.423 -2.211 -6.672 -0.2 -0.2 0.8 -0.64
N -1.257 -2.644 -4.530 0.3 0.3 0.3 0.38
C -0.449 -1.712 -3.760 0.1 0.0 0.0 -1.03
C -1.028 -0.302 -3.815 -0.6 0.5 -0.2 0.20
C -0.194 0.766 -3.071 -0.2 -0.3 0.0 0.13
C -1.230 1.741 -2.495 0.0 0.2 -0.2 -0.51
C -2.495 0.898 -2.298 -0.1 -0.4 0.0 -0.73
N -2.382 -0.273 -3.193 0.3 0.3 -0.5 -0.34
H -2.051 -4.042 -8.380 0.1 0.0 -0.2 0.49
H -3.920 -5.666 -8.464 0.0 0.0 -0.1 0.40
H -5.111 -6.286 -6.411 -0.1 -0.1 0.0 0.40
H -4.436 -5.312 -4.234 -0.1 -0.1 0.2 0.50
H -0.432 -2.067 -2.727 -0.1 0.0 0.0 0.35
H 0.577 -1.743 -4.142 -0.1 0.1 -0.1 0.20
H -1.120 -0.010 -4.874 0.2 -0.1 0.1 0.20
H 0.373 0.292 -2.264 0.0 0.0 0.0 -0.31
H 0.530 1.260 -3.729 -0.1 -0.2 0.1 0.45
H -0.894 2.202 -1.559 0.0 -0.1 -0.1 0.19
H -1.420 2.556 -3.203 0.0 -0.2 0.0 0.29
H -2.552 0.524 -1.270 0.0 0.2 0.0 0.26
H -3.412 1.466 -2.493 0.2 -0.1 0.0 0.34
H -3.122 -0.328 -3.899 0.5 0.2 0.5 0.30
```
Forces are in eV/Å.

## Properties
- Highest occupied orbital energy: -10.62 eV
- Net charge: +1
- DFT total energy: -62531.079 eV
- Orbital gap: 0.2036 Eh


(2)
The following is a DFT calculation (ωB97M-V/def2-TZVPD) of C35H34N6ReSSe2Si2 as an isolated structure at a distorted geometry.

XYZ file:
```
81
Properties=species:S:1:pos:R:3:forces:R:3:mulliken_charge:R:1
Re 0.190 0.159 0.138 -0.7 -1.1 0.7 0.17
C 2.108 0.447 3.459 -0.7 0.2 -0.6 -1.64
Si 1.623 1.327 1.795 1.2 0.2 0.6 1.44
C 1.076 3.129 2.235 0.0 -0.7 -0.3 -1.20
C 3.433 1.306 1.130 -0.7 -0.1 0.0 -0.42
C 4.412 2.136 1.660 -0.1 0.1 0.1 -0.51
C 5.747 1.943 1.360 0.1 0.1 0.1 -0.85
C 6.117 0.923 0.503 0.2 -0.1 -0.1 -0.72
C 5.147 0.121 -0.071 0.1 -0.1 0.0 -0.58
C 3.804 0.295 0.238 -0.7 -0.3 -0.2 0.91
Si 2.467 -0.820 -0.569 0.9 0.0 0.0 0.86
C 2.878 -2.647 -0.090 -0.4 0.8 -0.1 -1.33
C 2.854 -0.786 -2.468 -0.4 0.1 0.8 -1.41
H 2.834 1.071 3.972 0.2 0.2 0.0 0.47
H 2.585 -0.503 3.243 0.1 -0.2 -0.1 0.31
H 1.288 0.261 4.140 -0.2 -0.1 0.2 0.47
H 1.083 3.283 3.310 0.0 0.0 0.2 0.52
H 0.068 3.332 1.874 0.0 0.0 0.0 0.12
H 1.731 3.872 1.793 0.2 0.1 -0.2 0.42
H 4.119 2.938 2.322 0.0 0.1 0.2 0.45
H 6.499 2.582 1.801 0.1 0.1 0.0 0.44
H 7.160 0.752 0.281 0.1 0.0 -0.1 0.41
H 5.434 -0.661 -0.758 0.1 -0.1 -0.1 0.36
H 3.950 -2.782 -0.175 0.3 0.0 0.0 0.53
H 2.407 -3.349 -0.770 -0.1 -0.1 -0.1 0.31
H 2.590 -2.894 0.925 0.0 -0.1 0.3 0.31
H 3.824 -1.230 -2.678 0.2 -0.1 0.2 0.46
H 2.862 0.233 -2.847 0.0 0.2 0.0 0.33
H 2.113 -1.343 -3.037 -0.2 -0.1 -0.1 0.35
Se -1.951 2.418 -0.345 -0.4 -0.2 0.3 0.47
Se -1.684 3.985 -1.992 0.0 0.4 -0.3 -0.12
C 0.236 3.959 -2.128 0.1 -0.2 0.1 0.42
C 0.881 4.609 -3.172 -0.2 0.0 0.0 -0.76
C 2.262 4.557 -3.200 0.0 -0.1 0.2 -0.50
C 2.927 3.877 -2.190 0.1 0.0 -0.1 -1.22
C 2.180 3.280 -1.191 0.3 0.1 -0.1 -0.59
N 0.857 3.318 -1.161 -0.1 0.2 0.1 0.19
C -2.721 0.972 -1.366 -0.2 0.3 -0.1 0.28
C -3.606 1.172 -2.418 0.0 0.0 0.1 -0.56
C -4.169 0.062 -3.021 0.1 -0.1 0.2 -0.66
C -3.855 -1.197 -2.528 0.0 0.2 0.0 -0.97
C -2.948 -1.286 -1.485 -0.2 -0.4 -0.2 -0.72
N -2.369 -0.230 -0.929 0.4 0.3 0.3 0.45
H 0.316 5.134 -3.926 0.0 0.0 -0.1 0.42
H 2.810 5.040 -3.994 0.1 0.1 -0.1 0.42
H 4.004 3.815 -2.158 0.1 0.0 -0.1 0.52
H 2.655 2.751 -0.380 0.1 0.0 -0.1 0.64
H -3.831 2.170 -2.764 0.0 0.0 0.0 0.34
H -4.846 0.176 -3.854 0.0 0.0 0.0 0.41
H -4.300 -2.085 -2.949 0.0 -0.1 0.0 0.48
H -2.665 -2.252 -1.089 -0.1 0.0 0.0 0.70
N -0.591 -5.112 -4.201 -0.1 -0.1 -0.4 -0.53
C -0.527 -4.774 -3.109 0.0 -0.1 -0.3 -0.14
C -0.434 -4.353 -1.760 0.0 0.3 0.9 0.13
C -0.462 -5.273 -0.710 0.0 0.2 -0.1 -0.52
C -0.332 -4.798 0.582 0.0 0.0 -0.1 -1.13
C -0.198 -3.432 0.778 0.0 -0.1 0.1 -0.47
N -0.213 -2.550 -0.214 0.0 0.4 -0.1 1.28
C -0.319 -2.994 -1.453 0.1 -0.4 -0.4 -0.57
H -0.578 -6.326 -0.918 0.0 -0.1 0.0 0.53
H -0.338 -5.468 1.427 0.0 0.0 0.1 0.45
H -0.072 -3.021 1.767 0.0 0.0 0.2 0.30
H -0.318 -2.254 -2.244 0.0 0.1 -0.1 0.46
C -0.941 -0.456 1.976 0.4 -0.1 -0.3 -1.36
C -1.811 0.597 2.552 -0.4 0.2 0.3 0.25
C -1.408 1.425 3.607 0.0 -0.1 -0.2 -0.15
C -2.234 2.405 4.111 -0.3 0.1 -0.1 -1.11
C -3.523 2.573 3.598 0.6 -0.7 -0.5 0.57
C -3.968 1.718 2.588 0.0 0.1 0.2 -0.97
C -3.122 0.755 2.082 0.1 -0.1 0.1 -0.10
C -4.360 3.601 4.077 -0.4 0.5 0.3 -0.07
N -5.032 4.452 4.452 -0.2 0.2 0.1 -0.55
H -1.611 -1.244 1.595 0.3 0.1 0.0 0.76
H -0.331 -0.888 2.779 0.1 0.0 -0.2 0.56
H -0.431 1.298 4.039 0.2 0.0 0.0 0.47
H -1.900 3.054 4.908 0.1 0.0 0.1 0.50
H -4.978 1.817 2.213 0.0 0.0 0.0 0.51
H -3.481 0.083 1.314 0.0 0.0 0.0 0.48
S -0.820 0.435 -4.362 -0.1 0.0 -0.6 -0.36
C -0.209 0.532 -2.904 0.4 0.0 0.1 0.47
N 0.252 0.595 -1.820 0.1 -0.2 -0.3 -0.27
```
Forces are in eV/Å.

## Properties
- Highest occupied orbital energy (alpha / beta): -8.07 / -8.26 eV
- Expectation value of S²: 3.7903
- Energy above the lowest of the compared OMol25 structures with the same formula, charge and spin: 0.0 kJ/mol
- DFT total energy: -205199.948 eV
- 2S+1: 4
- Orbital gap (alpha / beta): 0.2738 / 0.2746 Eh